Record 1
ORCA calculation (wB97M-V/def2-TZVPD) on an isolated ion of composition C15H23NO5P and charge -1 at a distorted geometry.

The geometry in XYZ format:
```
45
Properties=species:S:1:pos:R:3:nbo_charge:R:1
C 2.30383 4.78609 0.70096 -0.6011
C 1.06345 4.70594 -0.08992 -0.2064
C 0.33391 6.07857 0.02452 -0.6047
C 0.09174 3.57901 0.41515 -0.3799
C 0.55066 2.10297 0.14490 -0.3560
C 0.38872 1.81671 -1.34142 -0.0531
O 1.26689 0.71266 -1.60379 -0.7999
P 0.58123 -0.65158 -2.09665 2.3509
O -0.52688 -0.34947 -3.07187 -1.1986
O 1.74137 -1.33490 -2.67853 -1.1661
C -0.21300 -1.66151 -0.71936 -0.4577
N -1.63860 -1.22441 -0.62416 -0.7128
C -0.00215 -3.19794 -0.99033 -0.4368
C -0.58720 -4.12278 0.06206 -0.0418
C -0.63022 -3.77017 1.47993 -0.2079
C -0.83986 -4.82709 2.42561 -0.2092
C -1.15812 -6.15781 1.92695 -0.2278
C -1.15389 -6.43090 0.59063 -0.2108
C -0.91329 -5.37041 -0.29334 -0.2106
C -0.13832 1.09740 1.03488 0.7765
O 0.56028 0.23987 1.64498 -0.7492
O -1.41106 1.05094 0.86697 -0.8407
H 2.63300 3.84951 0.96101 0.2094
H 2.02145 5.31829 1.57378 0.1935
H 3.08046 5.27609 0.09294 0.1955
H 1.31684 4.48484 -1.12592 0.1908
H -0.48888 6.06095 -0.56523 0.1981
H 0.86041 6.93500 -0.30097 0.1966
H -0.11786 6.19024 0.98816 0.1985
H -0.01850 3.54341 1.54652 0.2068
H -0.82904 3.79004 -0.12307 0.2009
H 1.55423 2.03351 0.50787 0.2146
H 0.63838 2.70839 -1.91691 0.1641
H -0.58172 1.60417 -1.60346 0.1968
H 0.22926 -1.37707 0.27635 0.2836
H -2.16021 -1.90849 -0.19669 0.3985
H -1.94732 -0.88762 -1.53180 0.4587
H -1.65408 -0.45264 0.02551 0.4760
H -0.20705 -3.38078 -1.98238 0.2351
H 1.03386 -3.39885 -1.00463 0.2614
H -0.59098 -2.65052 1.70798 0.2446
H -0.95471 -4.63951 3.43682 0.2074
H -1.31828 -6.96832 2.58960 0.2006
H -1.26382 -7.45688 0.14868 0.2086
H -0.90494 -5.74496 -1.31229 0.2035
```

Properties
orbital gap: 8.4 eV
SMILES: CC(C)C[C@H](CO[P@@](=O)([O-])[C@@H]([NH3+])Cc1ccccc1)C(=O)[O-]
max |F|: 4.28 eV/Å
energy relative to the best compared isomer or geometry (same formula, charge and spin): 182.08 kJ/mol
E_HOMO: -5.659 eV
calculated total energy: -36947.543 eV
total charge: -1

=====

Record 2
ORCA calculation (wB97M-V/def2-TZVPD) on an isolated ion of composition C15H23NO5P and charge -1 at a distorted geometry.

The geometry in XYZ format:
```
45
Properties=species:S:1:pos:R:3:nbo_charge:R:1
C 1.45045 -2.88290 -4.93567 -0.5924
C 1.34979 -1.56780 -4.18454 -0.2178
C 2.36214 -0.55639 -4.80027 -0.6129
C 1.60900 -1.83352 -2.71995 -0.3874
C 1.55656 -0.57395 -1.81093 -0.3463
C 1.93201 -1.03525 -0.36773 -0.0538
O 2.29848 0.12792 0.36385 -0.8105
P 1.83528 0.10240 1.94734 2.3419
O 2.57985 1.13859 2.72514 -1.1669
O 2.10817 -1.22359 2.52846 -1.1780
C 0.00330 0.43948 2.12058 -0.4167
N -0.65438 1.07978 0.89167 -0.7333
C -0.29171 1.33085 3.37094 -0.4740
C -1.76425 1.51139 3.54178 0.0741
C -2.56171 0.38780 3.86141 -0.2484
C -3.94187 0.56471 3.99314 -0.1968
C -4.53167 1.84279 3.77034 -0.2294
C -3.71632 2.90691 3.38147 -0.1964
C -2.36029 2.73596 3.26422 -0.2841
C 0.15344 0.05984 -1.73232 0.7638
O 0.01727 1.29285 -1.74993 -0.7855
O -0.75431 -0.68669 -1.32434 -0.8093
H 1.17790 -2.79513 -6.00778 0.1938
H 0.78964 -3.64190 -4.46240 0.2032
H 2.44819 -3.21091 -4.83644 0.1913
H 0.32111 -1.22438 -4.32892 0.2018
H 2.17458 -0.54600 -5.89030 0.1939
H 3.39983 -0.90022 -4.61404 0.1961
H 2.19775 0.45634 -4.43333 0.2225
H 2.58436 -2.30019 -2.58535 0.1863
H 0.87260 -2.57627 -2.37331 0.2154
H 2.26958 0.14550 -2.21567 0.2118
H 1.04922 -1.57499 0.04430 0.1986
H 2.78484 -1.72021 -0.33012 0.1782
H -0.48256 -0.56193 2.26608 0.2344
H 0.01070 1.67486 0.35975 0.4693
H -1.46528 1.61043 1.19402 0.4120
H -0.93941 0.35563 0.19204 0.4846
H 0.13687 0.82723 4.25743 0.2579
H 0.23585 2.29378 3.31358 0.2418
H -2.19750 -0.63529 4.04214 0.2271
H -4.54887 -0.24891 4.22924 0.2042
H -5.61417 1.97073 3.92734 0.2099
H -4.15100 3.86080 3.13344 0.2083
H -1.73346 3.57986 2.98360 0.2179
```

Properties
orbital gap: 7.9 eV
SMILES: CC(C)C[C@H](CO[P@](=O)([O-])[C@H]([NH3+])Cc1ccccc1)C(=O)[O-]
max |F|: 3.51 eV/Å
energy relative to the best compared isomer or geometry (same formula, charge and spin): 36.19 kJ/mol
E_HOMO: -5.259 eV
calculated total energy: -36949.055 eV
total charge: -1

=====

Record 3
ORCA calculation (wB97M-V/def2-TZVPD) on C15H24Br18O3 as an isolated structure at a distorted geometry.

The geometry in XYZ format:
```
60
Properties=species:S:1:pos:R:3:nbo_charge:R:1
C 0.30702 2.06725 3.80158 -0.6867
C 0.58908 2.17130 5.30162 0.6337
O 1.61538 2.62945 5.68287 -0.0847
C -0.49022 1.55205 6.23159 -0.6350
H 0.85364 2.90248 3.36376 0.2808
H -0.72661 2.36326 3.62245 0.2677
H 0.51203 1.10739 3.32751 0.3187
H -0.72186 0.52078 5.96527 0.2903
H -1.37982 2.13128 5.98419 0.2776
H -0.13785 1.64081 7.25924 0.2730
C 2.89873 -5.65197 1.08553 -0.7315
C 2.54931 -5.53278 -0.41698 0.5979
O 3.34481 -5.75915 -1.31288 -0.5381
C 1.13244 -5.06819 -0.80847 -0.7165
H 3.17247 -4.70808 1.55696 0.2291
H 3.83386 -6.20730 1.15796 0.2399
H 2.06923 -6.14702 1.59046 0.2238
H 1.13424 -4.20776 -1.47762 0.2430
H 0.68291 -4.78835 0.14427 0.2055
H 0.59393 -5.89070 -1.27919 0.2414
C -1.24710 -0.06593 -1.44278 -0.7404
C -0.59035 -0.97930 -0.41695 0.6018
O -0.78124 -2.18935 -0.52691 -0.5536
C 0.17265 -0.33373 0.73388 -0.7443
H -0.82599 0.91295 -1.67206 0.2271
H -2.28315 0.09816 -1.14651 0.2453
H -1.27921 -0.65812 -2.35732 0.2404
H 0.42405 -1.08988 1.47761 0.2277
H -0.37327 0.41583 1.30680 0.2094
H 1.13334 0.06534 0.40842 0.2497
C -1.17928 -2.62285 -4.25778 -0.4609
Br -2.72196 -1.39844 -4.62352 0.0786
Br 0.55421 -1.71658 -4.07686 0.0751
Br -0.94834 -4.06939 -5.59600 0.0957
H -1.34785 -3.11132 -3.29804 0.2281
C -1.94895 3.90411 0.67371 -0.4692
Br -3.10300 2.92869 -0.62770 0.0877
Br -2.03635 5.84682 0.43154 0.1179
Br -0.05507 3.31229 0.67437 0.0794
H -2.40995 3.65226 1.62878 0.2079
C 3.49664 -1.55912 3.30228 -0.4435
Br 1.83658 -2.64353 3.33286 0.1002
Br 3.07415 0.39369 3.07174 0.0121
Br 4.75280 -2.11642 1.90119 0.1346
H 4.05396 -1.64599 4.23499 0.2279
C 3.58735 2.73777 -1.99410 -0.4376
Br 5.07916 1.98342 -0.92017 0.0737
Br 3.29691 4.63188 -1.51202 0.0959
Br 1.95025 1.65905 -1.64226 0.0515
H 3.82166 2.56977 -3.04528 0.2318
C -1.45202 3.68540 -3.93770 -0.4413
Br -0.82219 1.77983 -4.35777 0.0555
Br -1.52218 4.59493 -5.67630 0.0955
Br -0.27327 4.70085 -2.71340 0.0646
H -2.43661 3.69465 -3.47017 0.2180
C -5.96687 1.47701 -2.99083 -0.4249
Br -4.80863 1.73560 -4.62139 0.1005
Br -6.66240 3.16555 -2.17015 0.0915
Br -5.11395 0.20195 -1.63313 0.0427
H -6.87718 0.92768 -3.23098 0.2179
```

Properties
orbital gap (spin up / spin down): 5.9 / 1.7 eV
max |F|: 2.04 eV/Å
spin multiplicity: 2
E_HOMO (spin up / spin down): -10.837 / -10.837 eV
calculated total energy: -1282838.413 eV
total charge: +1

=====

Record 4
ORCA calculation (wB97M-V/def2-TZVPD) on C15H24CsN3O9 as an isolated structure at a distorted geometry.

The geometry in XYZ format:
```
52
Properties=species:S:1:pos:R:3:lowdin_charge:R:1
Cs 0.55508 0.20391 0.03663 1.7733
C 2.49138 -2.46067 2.18476 -0.1027
O 1.31986 -2.51218 1.39325 -0.2504
C 1.44571 -3.36791 0.26710 -0.1947
C 2.13424 -2.71923 -0.92938 -0.2016
O 1.26810 -1.85441 -1.64919 -0.3286
C 0.37830 -2.50248 -2.54537 -0.1862
C -0.89585 -1.70194 -2.65508 -0.2296
O -0.63934 -0.51116 -3.37167 -0.1847
C -1.80585 0.28927 -3.48501 -0.0887
H 2.77247 -3.46434 2.52135 0.0909
H 2.26707 -1.84736 3.05426 0.0943
H 3.33144 -2.01517 1.64459 0.0774
H 0.42829 -3.64821 -0.01208 0.1280
H 1.98432 -4.27970 0.55319 0.1270
H 2.52934 -3.50223 -1.58677 0.1316
H 2.96461 -2.09133 -0.59751 0.1027
H 0.12647 -3.50730 -2.19156 0.1257
H 0.84392 -2.58787 -3.53263 0.1357
H -1.27053 -1.46280 -1.65159 0.0938
H -1.65652 -2.30129 -3.17364 0.1334
H -2.58610 -0.23870 -4.04581 0.0909
H -1.52931 1.19045 -4.02858 0.0904
H -2.19668 0.55772 -2.49988 0.0742
O -0.30970 2.29760 1.19212 -0.2609
C -1.42762 2.64998 1.55238 -0.2220
C -2.69354 1.99318 1.30723 -0.1182
C -3.81918 2.57636 1.88896 0.0330
C -5.06815 2.04736 1.69742 -0.1669
C -5.24310 0.90555 0.88774 -0.0011
C -4.16715 0.31844 0.29788 0.0018
C -2.82434 0.81221 0.47907 -0.3807
O -1.83829 0.24687 -0.06865 -0.4156
N -6.21859 2.67183 2.32129 -0.3691
O -7.31079 2.15403 2.15138 0.0521
O -6.05033 3.69749 2.96194 0.0500
H -1.53084 3.58964 2.13183 0.1253
H -3.71603 3.46498 2.50053 0.1242
H -6.24432 0.52092 0.74724 0.1166
H -4.28134 -0.55314 -0.33498 0.1124
C 3.22244 2.52312 2.16465 -0.0163
O 4.13632 2.30262 1.07316 -0.0207
C 3.91145 1.18558 0.36940 -0.5825
O 3.00980 0.40273 0.58909 -0.2282
N 4.82263 1.07982 -0.63604 -0.0039
N 4.74688 0.01493 -1.52339 0.0591
H 3.64933 3.33433 2.74402 0.0958
H 3.13326 1.62666 2.77378 0.0966
H 2.23862 2.79945 1.78753 0.0811
H 5.48878 1.82294 -0.75600 0.1500
H 5.62428 -0.48318 -1.54912 0.0909
H 4.49908 0.33262 -2.44983 0.0952
```

Properties
orbital gap: 7.4 eV
max |F|: 2.80 eV/Å
energy relative to the best compared isomer or geometry (same formula, charge and spin): 170.04 kJ/mol
E_HOMO: -7.655 eV
calculated total energy: -39385.386 eV
total charge: 0

=====

Record 5
ORCA calculation (wB97M-V/def2-TZVPD) on a 3-piece molecular cluster, C15H24FN2O6P overall at a distorted geometry.

The geometry in XYZ format:
```
49
Properties=species:S:1:pos:R:3:nbo_charge:R:1
O 1.83059 1.84466 -0.78306 -0.5411
C 1.23543 1.40136 -1.69338 0.9632
F 0.27597 2.09218 -2.27073 -0.3136
N 1.47648 0.16716 -2.31209 -0.7164
C 0.66296 -0.93980 -1.88452 0.4028
O 1.17414 -2.01847 -1.78220 -0.5909
P -1.23547 -0.62452 -1.50611 0.7023
C -3.05048 -0.27590 -1.09194 -0.1279
C -3.98188 -0.19301 -2.11653 -0.2602
C -5.30128 0.07525 -1.78330 -0.1569
C -5.59465 0.24725 -0.43960 -0.2551
C -4.60217 0.14091 0.51739 0.0446
N -3.32751 -0.12295 0.19894 -0.4345
H 2.45415 -0.03372 -2.11593 0.4097
H -0.85667 -0.14796 -0.21864 0.0109
H -1.44244 -2.00876 -1.67372 0.0239
H -1.31475 0.18766 -2.67184 -0.0152
H -3.68069 -0.32519 -3.14487 0.2151
H -6.06716 0.15798 -2.53528 0.2204
H -6.60336 0.47011 -0.12979 0.2215
H -4.83385 0.27277 1.56158 0.2000
C 2.31329 -4.79109 -0.83142 -0.6426
C 1.06834 -4.94323 0.01326 -0.0661
O 0.75809 -6.31447 0.28538 -0.5064
C 1.29688 -7.00003 1.31056 0.7966
C 2.44827 -6.39719 2.08456 -0.7434
O 0.87984 -8.09746 1.55545 -0.5721
H 3.19669 -5.17603 -0.31928 0.1993
H 2.47725 -3.74304 -1.06902 0.2406
H 2.20648 -5.34966 -1.76155 0.2165
H 1.12625 -4.37208 0.94139 0.1714
H 0.20702 -4.56551 -0.53399 0.1989
H 3.38112 -6.75509 1.65181 0.2433
H 2.38266 -6.74603 3.11177 0.2454
H 2.45749 -5.31020 2.10092 0.2166
C 2.90917 5.48056 1.15171 -0.6364
C 1.75724 4.55651 1.48813 -0.0697
O 0.94492 5.07930 2.54367 -0.5052
C -0.06598 5.94284 2.33115 0.7963
C -0.22683 6.57752 0.96733 -0.7441
O -0.78878 6.22398 3.24548 -0.5704
H 2.55827 6.44364 0.78021 0.2048
H 3.54561 5.02971 0.39000 0.2195
H 3.50911 5.67162 2.04133 0.2191
H 1.15020 4.31562 0.61546 0.1797
H 2.14103 3.61224 1.86861 0.2006
H 0.28948 7.53628 0.96841 0.2430
H -1.28643 6.75162 0.80002 0.2455
H 0.14599 5.97264 0.14432 0.2169
```

Properties
orbital gap: 9.4 eV
SMILES: O=C(F)NC(=O)[PH3]c1ccccn1.CCOC(C)=O.CCOC(C)=O
max |F|: 1.21 eV/Å
E_HOMO: -9.209 eV
calculated total energy: -43213.576 eV
total charge: 0

=====

Q: Which value of calculated total energy does entry 5 give?
A: -43213.576 eV